(1)
DFT (wB97M-V/def2-TZVPD) results for an isolated molecule of C3H5NO2.

```
11
Properties=species:S:1:pos:R:3:forces:R:3
O 1.1553 0.6240 0.9410 0.1 0.1 0.1
O -2.0818 -0.1548 -1.5339 -0.3 0.3 0.5
N -1.6901 0.0905 -0.4210 0.0 0.1 -0.6
C -0.3025 -0.3738 -0.2785 0.2 0.0 -0.2
C 0.2474 -0.4648 1.1635 -0.2 -0.3 0.1
C 0.7318 0.7560 -0.4139 0.0 0.2 -0.4
H 1.5290 0.4861 -1.1162 -0.1 0.2 0.1
H -0.4804 -0.2102 1.9458 0.0 -0.1 -0.3
H 0.7739 -1.3833 1.4473 -0.1 0.1 -0.2
H -0.2127 -1.1156 -1.0791 0.4 -0.4 0.7
H 0.3301 1.7461 -0.6550 0.1 -0.1 0.1
```
Positions in Å, forces in eV/Å.

- frontier orbital gap (eV) = 9.2
- LUMO energy (eV) = -0.26
- SMILES = O=NC1COC1
- total energy (a.u.) = -322.4100


(2)
DFT (wB97M-V/def2-TZVPD) results for a structure of composition C3H2HgO2.

```
8
Properties=species:S:1:pos:R:3:forces:R:3
Hg -0.3779 2.0010 -2.1140 0.1 2.4 -2.7
O -1.4819 0.2839 0.2760 0.9 1.7 -2.9
O 1.7832 -1.2123 0.2385 -1.8 0.8 -0.6
C 0.5912 -1.0420 0.1123 1.6 -1.5 2.8
C -0.1351 0.2217 0.7214 2.6 -0.5 -2.0
C -0.5214 0.8088 -0.5671 -3.3 -3.1 5.9
H -0.0857 -1.8502 -0.2491 0.0 0.6 -0.3
H 0.2276 0.7891 1.5820 -0.2 -0.2 -0.2
```
Positions in Å, forces in eV/Å.

- multiplicity = 2
- net charge = +1
- frontier orbital gap (spin up / spin down) (eV) = 6.5 / 7.8
- LUMO energy (spin up / spin down) (eV) = -7.54 / -7.28
- total energy (a.u.) = -418.9210


(3)
DFT (wB97M-V/def2-TZVPD) results for a structure of composition C5H12Cl.

```
18
Properties=species:S:1:pos:R:3:forces:R:3
Cl 1.3990 -2.4720 -1.5195 0.3 -2.2 -2.2
C 1.0766 -0.5484 0.3833 -0.4 1.5 0.2
C 2.3909 -0.3326 -0.3094 0.0 0.1 2.2
C 0.0379 0.5427 0.1325 0.0 0.5 0.6
C -1.3803 0.0520 0.4017 -0.3 -0.7 -0.4
C -2.4551 1.0775 0.0475 -0.3 -0.2 -0.1
H 0.2425 1.3497 0.8499 -0.1 0.2 -0.4
H -2.3499 1.4288 -0.9877 -0.1 -0.1 0.2
H 0.6933 -1.4267 -0.0592 -0.9 -0.5 0.5
H 0.1167 0.9685 -0.8859 0.0 -0.3 0.3
H -1.4877 -0.2030 1.4637 0.1 -0.1 -0.1
H 1.1643 -0.7926 1.4311 0.3 0.2 0.5
H -1.5517 -0.9051 -0.1602 0.1 0.8 0.3
H -3.4656 0.6504 0.1690 0.4 0.2 -0.1
H -2.3976 1.9475 0.7031 0.1 0.1 0.0
H 3.2545 -0.5131 0.3349 0.1 -0.3 -0.5
H 2.2214 -1.3747 -1.1061 0.6 0.2 -0.2
H 2.4908 0.5511 -0.8886 0.1 0.5 -0.9
```
Positions in Å, forces in eV/Å.

- multiplicity = 2
- frontier orbital gap (spin up / spin down) (eV) = 10.7 / 8.0
- LUMO energy (spin up / spin down) (eV) = 1.14 / -2.08
- total energy (a.u.) = -657.7891


(4)
DFT (wB97M-V/def2-TZVPD) results for an isolated molecule of C4H6O2.

```
12
Properties=species:S:1:pos:R:3:forces:R:3
O -1.5271 -1.4433 -0.9612 -0.2 0.4 0.5
O 0.4034 1.7101 0.9598 0.2 -0.5 -0.2
C 1.2626 0.3070 -0.7737 0.0 0.0 0.2
C -0.5608 -0.4707 1.0257 0.1 0.2 -0.1
C -1.4086 -0.5045 -0.2118 -0.2 -0.4 -0.5
C 0.4426 0.6021 0.4776 0.1 0.2 0.3
H 2.2841 0.0784 -0.4565 -0.1 -0.1 0.0
H 1.3074 1.1937 -1.4177 -0.1 -0.1 0.3
H -0.2585 -1.4800 1.3407 0.4 0.4 -0.5
H -1.7446 0.5175 -0.4812 -0.5 -0.2 -0.2
H 0.8723 -0.5288 -1.3608 0.1 0.0 0.3
H -1.0727 0.0184 1.8592 0.0 0.0 -0.2
```
Positions in Å, forces in eV/Å.

- frontier orbital gap (eV) = 10.2
- LUMO energy (eV) = 0.17
- SMILES = CC(=O)CC=O
- total energy (a.u.) = -306.4636


(5)
DFT (wB97M-V/def2-TZVPD) results for a cluster of 2 separate species, C2H9FN3P in total.

```
16
Properties=species:S:1:pos:R:3:forces:R:3
P -1.6512 -0.1250 0.0226 -2.0 -0.2 0.1
F -3.3028 -0.3234 0.1123 1.7 0.2 0.0
N -0.7637 -1.3141 0.4403 -0.4 0.8 -0.4
N -1.4299 1.1194 1.0966 -0.1 -0.2 -0.2
N -1.6918 0.4678 -1.5370 0.3 -0.5 0.5
C 2.9727 -0.9169 -0.0090 0.0 -0.3 -0.1
C 2.3455 0.2222 0.1930 -0.2 0.4 0.0
H -0.7825 0.6055 -1.9479 0.1 0.1 -0.1
H 1.2683 0.2716 0.2560 0.0 -0.1 0.0
H -1.0658 0.7698 1.9688 0.1 0.1 0.2
H 2.4294 -1.8428 -0.1234 -0.1 -0.1 0.0
H -2.3180 1.2401 -1.7029 -0.1 0.0 -0.1
H -2.2455 1.7041 1.2313 0.1 0.0 0.1
H -0.6883 -2.0471 -0.2431 0.1 -0.3 -0.1
H 2.8777 1.1527 0.3148 0.2 0.1 0.0
H 4.0458 -0.9839 -0.0721 0.2 0.1 0.0
```
Positions in Å, forces in eV/Å.

- frontier orbital gap (eV) = 10.6
- LUMO energy (eV) = 0.73
- SMILES = N=P(N)(N)F.C=C
- total energy (a.u.) = -687.1381


(6)
DFT (wB97M-V/def2-TZVPD) results for a cluster of 6 separate species, C25H45B4ClNO15P in total.

```
92
Properties=species:S:1:pos:R:3:forces:R:3
Cl 4.4939 0.8221 0.4442 -0.3 -0.4 -1.6
P 4.7382 0.6575 -1.6960 -0.5 2.1 -0.5
O -7.2234 -0.5999 -5.5548 1.2 0.7 1.5
O -0.0564 -0.5537 2.8936 -0.2 -0.6 -0.8
O 3.4213 1.4985 -2.4649 -0.3 -2.3 2.7
O -4.4780 0.5574 3.6766 0.1 0.2 -0.9
O 5.0536 -2.2671 -1.1836 -4.3 2.3 -0.8
O 7.6395 -1.2091 -8.4583 -1.2 -0.3 1.7
O 0.7097 -3.7682 -4.0060 1.2 2.4 -1.0
O -6.4151 0.0501 -3.5165 -0.3 -0.4 -0.7
O -1.9386 3.8830 3.6994 0.1 1.6 1.9
O -4.2298 0.6525 1.4050 -0.8 -0.3 1.8
O -0.8683 -1.2058 0.8574 0.6 0.7 1.9
O 3.5845 -1.7384 -3.1671 0.1 0.6 4.6
O 5.9888 -1.0879 -6.8800 0.5 -0.1 -0.6
O 2.5251 -2.9530 -1.0767 3.8 2.2 -1.6
O -1.1267 4.5351 5.7356 -0.2 -0.4 -0.9
N 2.8273 -2.0479 4.7375 -1.0 -2.0 0.4
C -4.3099 0.8038 -4.1798 0.9 0.2 0.0
C -1.4113 6.8402 5.5231 0.1 0.9 0.1
C -6.4709 -0.6499 3.7778 -0.8 -0.3 0.3
C -0.3410 1.7515 2.6811 0.3 0.9 0.0
C -1.1889 5.7287 6.5150 0.2 0.3 0.7
C -2.2258 6.1658 4.4483 0.2 0.5 -0.1
C -4.7987 0.2191 2.3933 1.0 0.5 -1.6
C 3.1979 -2.1734 2.1774 0.8 -0.6 1.0
C -5.9093 -0.7873 2.3852 -0.5 0.0 0.0
C -1.0853 -1.4282 -1.9868 1.3 -0.1 0.2
C -5.3268 0.8576 -3.0699 0.3 0.3 0.7
C 7.9546 -2.2324 -6.2885 0.0 -0.5 0.2
C -0.1186 0.6399 3.6730 0.2 0.5 0.6
C 7.2110 -1.4770 -7.3479 0.9 0.8 -2.0
C -0.6865 -0.3433 1.7008 -0.6 -1.1 -1.1
C 5.8642 -1.4793 -5.5136 -0.6 0.0 0.5
C 4.1092 -3.1128 1.1723 0.2 0.1 0.3
C -6.3748 -0.0430 -4.8780 -1.7 -0.8 -1.2
C 6.8510 -2.6025 -5.3301 0.1 -0.7 0.7
C -5.1710 0.6735 -5.4107 0.6 -0.1 -0.1
C 3.0567 -3.0413 3.5998 0.8 0.7 -0.9
C -1.1555 1.0770 1.6063 0.3 0.4 0.1
C -1.7568 4.7455 4.5427 -0.5 -1.4 -1.1
C -0.0963 -1.2976 -3.3293 -1.0 0.5 -0.5
C -5.2698 -0.2163 4.5767 -0.1 -0.1 0.8
B 2.4826 -2.4102 -2.4484 0.6 -0.6 0.7
B 4.4458 -1.2000 -2.0553 -0.7 -4.5 -0.3
B 3.8488 -2.7865 -0.4444 0.6 -0.5 0.7
B 1.0267 -2.5118 -3.2858 -2.3 -0.7 -1.7
H -1.9011 7.7149 5.9593 0.1 -0.1 0.0
H 3.8608 -1.2295 2.4726 -1.8 -1.9 -0.7
H -4.6733 -1.0660 4.9249 0.0 0.1 0.0
H 1.7729 -1.9342 4.8254 1.8 -0.1 0.0
H -3.6475 1.6732 -4.1993 -0.1 -0.1 0.1
H -0.9448 1.4971 0.6202 -0.3 -0.3 0.0
H 0.7354 -3.6323 -5.0125 -0.5 -0.2 2.3
H 6.3963 -3.5506 -5.6421 0.0 0.2 0.1
H -0.4496 7.1636 5.1064 -0.1 0.0 0.1
H -2.1804 -1.0799 -2.2271 2.2 -0.7 0.6
H 8.4397 -3.1190 -6.7033 0.2 0.4 -0.1
H -4.6747 0.0871 -6.1873 -0.4 0.2 -0.1
H 6.0945 -0.6160 -4.8805 0.0 0.0 0.0
H -6.6560 -0.5444 1.6257 0.4 -0.2 -0.1
H 4.1414 -3.5125 3.7626 -2.5 0.8 -0.3
H 7.1885 -2.7144 -4.2963 -0.1 0.0 -0.1
H -5.6953 1.8734 -2.8926 0.0 -0.1 0.0
H -0.8092 -1.3827 -4.2714 1.6 0.0 1.7
H -3.2969 6.2037 4.6654 0.0 -0.1 -0.2
H -0.2541 5.8567 7.0685 -0.2 -0.3 -0.1
H -0.8308 2.6261 3.1173 0.4 -0.7 -0.2
H -4.9298 0.4560 -2.1330 -0.3 0.0 -0.1
H -2.0143 5.6372 7.2288 0.1 0.0 -0.1
H -3.6881 -0.0931 -4.0702 -0.1 0.2 0.0
H 2.1576 -1.8686 1.7364 2.0 -0.6 0.9
H -2.0151 6.5859 3.4621 -0.3 -0.3 0.0
H -0.9440 0.5484 4.3868 0.0 0.0 -0.1
H 3.1396 -2.5467 5.6245 -0.7 0.9 -1.4
H 4.8379 -1.8013 -5.3144 0.2 0.3 -0.2
H 0.8162 0.7680 4.2265 -0.1 -0.3 -0.1
H 0.3677 -0.2146 -3.3687 -0.9 -2.1 0.2
H -7.2306 0.1411 3.7909 0.1 -0.1 0.0
H -5.4891 -1.7819 2.2122 0.0 0.1 -0.2
H -0.5807 -0.7745 -1.1254 -1.6 -1.6 -2.1
H -5.4780 1.6492 -5.7977 0.0 -0.1 -0.1
H 3.8904 -4.2325 1.4543 0.3 2.0 -0.7
H 0.6207 2.0748 2.2644 0.0 -0.1 0.1
H 8.6900 -1.5685 -5.8256 0.0 -0.1 -0.2
H 5.2444 -2.8961 1.4610 -2.4 -0.6 -0.8
H 2.5597 1.1642 -2.0284 1.7 0.8 -1.2
H -5.5523 0.3954 5.4385 0.3 0.0 -0.2
H -6.9316 -1.5663 4.1561 0.1 0.2 0.0
H -1.0748 -2.5645 -1.6218 -0.3 2.6 -0.7
H -2.2266 1.1149 1.8234 0.1 0.0 -0.2
H 2.2186 -3.8761 3.5334 1.8 1.6 0.0
```
Positions in Å, forces in eV/Å.

- frontier orbital gap (eV) = 8.5
- LUMO energy (eV) = -0.85
- SMILES = CCB(O)B1OB(CCCN)OB(P(O)Cl)O1.O=C1CCCO1.O=C1CCCO1.O=C1CCCO1.O=C1CCCO1.O=C1CCCO1
- total energy (a.u.) = -3064.1240